Computed, not measured: a cluster of 3 separate species, C24H30F2N2O7SSi in total in a non-equilibrium geometry, with ωB97M-V/def2-TZVPD.

The geometry in XYZ format:
```
67
Properties=species:S:1:pos:R:3:nbo_charge:R:1
C -2.6672 1.1879 -2.2490 -1.13
Si -0.9856 0.9187 -1.4600 1.82
C -0.7675 2.3058 -0.2031 -1.13
C 0.3955 1.1306 -2.7164 -1.15
N -0.9420 -0.6037 -0.5244 -0.85
C -1.5157 -1.7324 -1.1860 0.11
C -2.8870 -1.9357 -1.0446 -0.15
C -3.5245 -3.0159 -1.6345 -0.22
C -2.7792 -3.9166 -2.3872 -0.21
C -1.4110 -3.7469 -2.5320 -0.22
C -0.7922 -2.6572 -1.9308 -0.20
S 0.9602 -2.4378 -2.0777 0.29
C 1.3102 -1.6805 -0.4988 -0.23
C 2.4985 -1.8806 0.1849 -0.24
C 2.7043 -1.2686 1.4145 -0.17
C 1.7469 -0.4389 1.9999 -0.02
C 2.0401 0.2240 3.3265 -0.45
C 0.9416 1.1433 3.8547 0.08
O -0.1399 0.3797 4.3834 -0.72
C 1.4960 2.1672 4.8660 -0.24
N 1.9818 3.3933 4.2006 -0.81
C 0.5615 -0.2734 1.3138 -0.24
C 0.3299 -0.8648 0.0692 0.23
H -2.7291 2.2680 -2.3956 0.24
H -2.7598 0.7358 -3.2337 0.24
H -3.4875 0.9202 -1.5896 0.24
H -1.3459 2.1334 0.7031 0.23
H 0.2869 2.4106 0.0384 0.24
H -1.0854 3.2357 -0.6614 0.24
H 0.9576 2.0263 -2.4482 0.25
H -0.0069 1.3227 -3.7100 0.24
H 1.1081 0.3136 -2.7565 0.25
H -3.4724 -1.2536 -0.4471 0.21
H -4.5815 -3.1887 -1.5116 0.22
H -3.2741 -4.7666 -2.8308 0.22
H -0.8382 -4.4558 -3.1085 0.22
H 3.2731 -2.5205 -0.2098 0.23
H 3.6392 -1.4460 1.9304 0.20
H 2.2184 -0.5395 4.0838 0.22
H 2.9341 0.8362 3.1909 0.22
H 0.5106 1.7326 3.0502 0.18
H 0.1749 -0.0897 5.1622 0.46
H 0.6509 2.4187 5.4987 0.20
H 2.3092 1.7267 5.4397 0.18
H 2.3472 3.1341 3.2888 0.34
H 1.1671 3.9564 3.9814 0.35
H -0.2301 0.3224 1.7331 0.23
O 0.9607 4.6176 -1.3160 -0.55
C 0.3985 5.2304 -2.1569 0.97
O -0.7520 4.8362 -2.7623 -0.49
C -1.1933 5.8998 -3.6121 -0.13
C 0.0928 6.6536 -3.8612 0.45
F -0.1183 7.9830 -4.0104 -0.32
O 0.8152 6.4255 -2.6650 -0.49
H -1.9205 6.5148 -3.0806 0.21
H -1.6458 5.5086 -4.5195 0.21
H 0.6753 6.2882 -4.7086 0.16
O 1.6879 -8.2037 1.8190 -0.55
C 1.2328 -7.1291 1.6213 0.97
O 1.9547 -6.0290 1.3013 -0.49
C 1.0419 -4.9651 0.9959 -0.14
C -0.1955 -5.4086 1.7417 0.45
F -1.3347 -5.0275 1.1127 -0.32
O -0.0941 -6.8203 1.6971 -0.49
H 0.8940 -4.9191 -0.0847 0.21
H 1.4167 -4.0046 1.3392 0.22
H -0.2377 -5.0810 2.7820 0.15
```

## Properties
- Molar mass: 556.7 g/mol
- Lowest unoccupied orbital energy: 0.41 eV
- Total charge: 0
- Highest occupied orbital energy: -7.939 eV
- SMILES: C[Si](C)(C)N1c2ccccc2Sc2ccc(C[C@@H](O)CN)cc21.O=C1OC[C@@H](F)O1.O=C1OC[C@@H](F)O1